# 1
F3HN2 | wB97M-V/def2-TZVPD

Output
ΔE to the lowest compared entry with this formula, charge and spin	0.0000	eV
total charge	0
largest force on an atom	2.1	eV Å⁻¹
HOMO	-12.8	eV
gap between HOMO and LUMO	12.44	eV
DFT total energy	-11144.372	eV
structure (SMILES)	F/N=N/F.F

Cartesian coordinates (Å):
1 N -1.354 -0.225 0.839
2 N -0.558 0.300 0.061
3 F -0.686 -0.938 1.769
4 F 2.169 -0.438 -1.064
5 F -1.229 1.027 -0.868
6 H 1.658 0.273 -0.737


# 2
H14O7 | wB97M-V/def2-TZVPD

Output
ΔE to the lowest compared entry with this formula, charge and spin	2.0577	eV
total charge	0
largest force on an atom	3.8	eV Å⁻¹
HOMO	-11.2	eV
gap between HOMO and LUMO	11.43	eV
DFT total energy	-14559.404	eV
structure (SMILES)	O.O.O.O.O.O.O

Cartesian coordinates (Å):
1 H 0.485 -1.563 -1.139
2 H 1.297 -2.775 -0.493
3 H 0.033 2.893 -0.654
4 H 1.217 3.561 -0.901
5 H 2.016 -0.312 -1.747
6 H 1.135 0.691 -1.163
7 H -0.232 1.350 0.612
8 H -1.677 1.275 0.528
9 H -3.580 0.186 0.948
10 H -2.679 -0.312 -0.224
11 H 3.630 0.131 1.600
12 H 2.544 -0.985 1.205
13 H -1.113 -2.239 -0.169
14 H -2.477 -2.184 0.667
15 O 0.660 -2.564 -1.143
16 O 0.794 2.711 -1.186
17 O 1.700 -0.067 -0.897
18 O -0.989 1.733 1.043
19 O -3.318 0.293 0.052
20 O 2.822 -0.383 1.925
21 O -1.743 -1.688 0.323


# 3
C34H37GaN3O2P2 | wB97M-V/def2-TZVPD

Output
ΔE to the lowest compared entry with this formula, charge and spin	2.5503	eV
total charge	+3
largest force on an atom	1.4	eV Å⁻¹
HOMO	-16.3	eV
gap between HOMO and LUMO	6.13	eV
DFT total energy	-115354.022	eV

Cartesian coordinates (Å):
1 Ga 0.937 -0.491 0.073
2 N -1.513 0.908 -1.230
3 P -1.507 -0.760 -0.934
4 C -2.429 -1.499 -2.295
5 C -3.028 -2.742 -2.071
6 C -3.693 -3.378 -3.101
7 C -3.753 -2.793 -4.357
8 C -3.157 -1.559 -4.584
9 C -2.470 -0.922 -3.567
10 C -2.420 -0.993 0.623
11 C -3.778 -0.682 0.676
12 C -4.472 -0.903 1.855
13 C -3.830 -1.435 2.962
14 C -2.479 -1.746 2.906
15 C -1.779 -1.527 1.733
16 P -0.351 1.855 -0.439
17 C -1.240 2.416 1.049
18 C -2.227 3.389 0.890
19 C -2.951 3.793 1.998
20 C -2.692 3.247 3.245
21 C -1.699 2.289 3.399
22 C -0.974 1.872 2.296
23 C -0.022 3.272 -1.501
24 C 0.551 4.389 -0.886
25 C 0.888 5.493 -1.644
26 C 0.670 5.483 -3.015
27 C 0.105 4.372 -3.629
28 C -0.217 3.252 -2.883
29 H -1.731 1.182 -2.188
30 H -2.976 -3.191 -1.089
31 H -4.161 -4.333 -2.929
32 H -4.254 -3.298 -5.167
33 H -3.220 -1.097 -5.557
34 H -1.977 0.018 -3.780
35 H -4.279 -0.277 -0.190
36 H -5.524 -0.669 1.904
37 H -4.385 -1.623 3.869
38 H -1.985 -2.176 3.763
39 H -0.726 -1.806 1.674
40 H -2.420 3.819 -0.082
41 H -3.716 4.545 1.881
42 H -3.260 3.576 4.101
43 H -1.489 1.886 4.377
44 H -0.193 1.117 2.401
45 H 0.717 4.382 0.183
46 H 1.323 6.359 -1.172
47 H 0.953 6.335 -3.613
48 H -0.079 4.377 -4.692
49 H -0.616 2.382 -3.389
50 C 0.441 -4.950 -0.530
51 C 1.283 -3.723 -0.484
52 O 0.762 -2.579 -0.467
53 N 2.596 -3.877 -0.445
54 C 3.509 -2.752 -0.383
55 C 3.593 -2.211 1.027
56 C 4.619 -2.595 1.882
57 C 4.656 -2.090 3.172
58 C 3.635 -1.247 3.587
59 C 2.635 -0.932 2.687
60 N 2.618 -1.388 1.434
61 H -0.611 -4.685 -0.488
62 H 0.679 -5.602 0.309
63 H 0.618 -5.515 -1.444
64 H 2.988 -4.810 -0.445
65 H 3.141 -1.960 -1.053
66 H 4.489 -3.082 -0.726
67 H 5.388 -3.270 1.539
68 H 5.466 -2.344 3.839
69 H 3.620 -0.838 4.584
70 H 1.813 -0.278 2.967
71 C 4.808 1.264 0.093
72 C 3.522 2.044 -0.113
73 O 2.414 1.425 0.573
74 H 5.619 1.755 -0.436
75 H 4.699 0.254 -0.300
76 H 5.072 1.205 1.148
77 H 3.247 2.066 -1.169
78 H 3.616 3.070 0.250
79 H 2.595 1.535 1.517


# 4
C4H9NO2 | wB97M-V/def2-TZVPD

Output
ΔE to the lowest compared entry with this formula, charge and spin	2.2527	eV
total charge	0
largest force on an atom	0.4	eV Å⁻¹
HOMO	-10.1	eV
gap between HOMO and LUMO	11.25	eV
DFT total energy	-9877.808	eV
structure (SMILES)	C[C@@H]1CO1.[H]/N=C/O

Cartesian coordinates (Å):
1 C 1.505 -0.189 -2.254
2 C 0.778 0.139 -0.980
3 O -0.043 -0.911 -0.459
4 C 1.115 -0.504 0.289
5 N -1.055 0.543 2.355
6 C -2.202 0.482 1.811
7 O -2.412 0.005 0.591
8 H 2.322 0.518 -2.426
9 H 0.824 -0.145 -3.109
10 H 1.922 -1.199 -2.197
11 H 0.300 1.118 -0.934
12 H -1.555 -0.335 0.229
13 H 1.907 -1.251 0.299
14 H 0.870 -0.011 1.227
15 H -1.133 0.932 3.290
16 H -3.143 0.809 2.267


# 5
C2H6N2O3P | wB97M-V/def2-TZVPD

Output
ΔE to the lowest compared entry with this formula, charge and spin	2.1066	eV
total charge	-1
largest force on an atom	3.0	eV Å⁻¹
HOMO	-5.0	eV
gap between HOMO and LUMO	8.80	eV
DFT total energy	-20585.336	eV

Cartesian coordinates (Å):
1 C 0.113 0.124 -0.103
2 C -2.050 -0.476 0.561
3 N -0.689 -0.246 0.787
4 N -0.615 0.205 -1.789
5 O 2.361 -1.277 -0.040
6 O 2.204 0.493 1.692
7 O 2.688 1.288 -0.667
8 P 2.037 0.178 0.093
9 H -2.392 -1.440 1.003
10 H -2.667 0.261 1.125
11 H -2.243 -0.286 -0.537
12 H 2.345 -0.406 1.999
13 H 0.170 0.561 -2.401
14 H -1.263 1.023 -1.723


# 6
C21H30IN2O4RuSSi | wB97M-V/def2-TZVPD

Output
ΔE to the lowest compared entry with this formula, charge and spin	0.7311	eV
total charge	0
2S+1	6
⟨S²⟩	8.7613
largest force on an atom	1.1	eV Å⁻¹
HOMO (alpha / beta)	-7.4 / -7.4	eV
gap between HOMO and LUMO (alpha / beta)	7.68 / 5.52	eV
DFT total energy	-62824.196	eV

Cartesian coordinates (Å):
1 Ru -0.769 -2.008 -0.148
2 C 0.869 -1.479 -1.627
3 Si 1.499 0.055 -0.809
4 C 0.504 1.648 -1.319
5 N -0.921 1.563 -1.486
6 C -1.547 1.503 -2.789
7 C -2.703 2.523 -2.859
8 C -3.280 2.749 -1.455
9 C -3.203 1.454 -0.645
10 C -1.726 1.115 -0.406
11 C 3.285 0.542 -1.211
12 C 3.640 0.855 -2.525
13 C 4.933 1.234 -2.849
14 C 5.904 1.304 -1.859
15 C 5.574 0.988 -0.549
16 C 4.277 0.609 -0.231
17 C 1.485 -0.131 1.079
18 C 1.339 0.949 1.950
19 C 1.470 0.789 3.320
20 C 1.773 -0.460 3.850
21 C 1.947 -1.542 3.002
22 C 1.800 -1.377 1.632
23 H 1.546 -2.333 -1.630
24 H 0.354 -1.367 -2.577
25 H 0.946 2.000 -2.252
26 H 0.745 2.400 -0.553
27 H -1.934 0.496 -2.982
28 H -0.804 1.707 -3.560
29 H -3.478 2.142 -3.529
30 H -2.349 3.470 -3.271
31 H -4.310 3.102 -1.519
32 H -2.698 3.517 -0.940
33 H -3.707 0.657 -1.197
34 H -3.711 1.557 0.314
35 H -1.625 -0.002 -0.253
36 H -1.368 1.555 0.529
37 H 2.893 0.797 -3.311
38 H 5.186 1.478 -3.873
39 H 6.915 1.599 -2.109
40 H 6.327 1.039 0.227
41 H 4.034 0.364 0.797
42 H 1.127 1.937 1.556
43 H 1.356 1.644 3.975
44 H 1.878 -0.581 4.921
45 H 2.216 -2.512 3.406
46 H 1.986 -2.226 0.979
47 C -1.479 -2.576 4.084
48 S -2.303 -1.313 3.083
49 C -3.671 -2.338 2.471
50 O -1.387 -1.017 1.926
51 H -1.243 -3.442 3.466
52 H -2.153 -2.850 4.896
53 H -0.568 -2.134 4.477
54 H -4.579 -2.046 2.998
55 H -3.467 -3.396 2.620
56 H -3.778 -2.118 1.412
57 O -4.134 -1.791 -2.496
58 N -3.116 -1.889 -1.843
59 O -3.146 -2.104 -0.589
60 O -1.970 -1.803 -2.356
61 I -0.683 -4.509 0.639